# 1
A cluster of 12 separate species, C18H60O24S6 in total at a distorted geometry. Source: the Open Molecules 2025 dataset; level of theory: the ωB97M-V functional and the def2-TZVPD basis.

Last column: Löwdin charge in e.
CARTESIAN COORDINATES (ANGSTROEM)
C (27.877, 37.086, -21.798)  -0.053
C (28.053, 38.294, -22.826)  -0.225
O (29.385, 38.130, -23.453)  -0.302
S (30.147, 39.412, -24.234)  0.720
C (28.822, 39.731, -25.498)  -0.117
O (30.179, 40.610, -23.322)  -0.335
O (31.286, 38.877, -24.982)  -0.303
H (28.047, 36.091, -22.208)  0.072
H (26.889, 37.118, -21.340)  0.071
H (28.604, 37.260, -21.004)  0.070
H (27.304, 38.202, -23.612)  0.099
H (27.889, 39.257, -22.342)  0.113
H (29.126, 40.535, -26.168)  0.064
H (27.899, 40.027, -24.999)  0.057
H (28.781, 38.848, -26.136)  0.068
C (46.639, 31.334, -26.837)  -0.060
C (46.285, 30.622, -25.519)  -0.245
O (44.875, 30.380, -25.657)  -0.289
S (43.983, 30.196, -24.345)  0.679
C (44.494, 28.473, -23.864)  -0.088
O (44.411, 31.136, -23.278)  -0.322
O (42.561, 30.177, -24.758)  -0.311
H (47.003, 30.819, -27.726)  0.076
H (47.347, 32.125, -26.589)  0.072
H (45.814, 31.945, -27.205)  0.081
H (46.812, 29.693, -25.303)  0.113
H (46.555, 31.275, -24.689)  0.114
H (45.226, 28.169, -24.613)  0.050
H (43.663, 27.767, -23.882)  0.066
H (44.957, 28.600, -22.885)  0.062
C (34.815, 24.338, -31.501)  -0.068
C (33.906, 23.625, -30.520)  -0.332
O (33.379, 24.673, -29.776)  -0.269
S (33.230, 24.434, -28.144)  0.691
C (34.925, 24.863, -27.705)  -0.105
O (32.379, 25.541, -27.673)  -0.304
O (32.947, 23.009, -27.916)  -0.302
H (35.569, 24.870, -30.921)  0.075
H (34.178, 25.019, -32.065)  0.085
H (35.358, 23.651, -32.150)  0.081
H (33.204, 23.050, -31.124)  0.124
H (34.465, 22.916, -29.910)  0.110
H (34.945, 25.824, -28.220)  0.065
H (35.529, 24.162, -28.280)  0.066
H (35.050, 25.097, -26.648)  0.081
C (33.490, 31.947, -24.817)  -0.070
C (32.711, 32.013, -23.520)  -0.248
O (32.997, 30.803, -22.772)  -0.290
S (33.121, 30.792, -21.129)  0.691
C (31.349, 30.964, -20.612)  -0.110
O (33.641, 29.456, -20.731)  -0.308
O (33.711, 32.051, -20.669)  -0.325
H (33.403, 32.906, -25.328)  0.079
H (33.162, 31.167, -25.505)  0.077
H (34.567, 31.799, -24.741)  0.083
H (33.143, 32.806, -22.909)  0.105
H (31.631, 32.145, -23.590)  0.123
H (31.077, 32.020, -20.589)  0.062
H (31.348, 30.647, -19.569)  0.060
H (30.650, 30.353, -21.182)  0.069
C (39.896, 28.984, -36.252)  -0.048
C (40.051, 29.910, -34.965)  -0.244
O (38.757, 30.497, -34.651)  -0.292
S (38.378, 30.942, -33.081)  0.694
C (39.533, 32.437, -32.760)  -0.088
O (37.025, 31.504, -33.014)  -0.312
O (38.689, 29.806, -32.208)  -0.316
H (39.050, 28.339, -36.017)  0.069
H (40.858, 28.476, -36.322)  0.075
H (39.510, 29.430, -37.168)  0.075
H (40.545, 29.570, -34.055)  0.112
H (40.677, 30.714, -35.352)  0.100
H (39.399, 32.843, -31.757)  0.065
H (39.395, 33.193, -33.533)  0.060
H (40.565, 32.151, -32.964)  0.048
C (35.560, 39.409, -18.641)  -0.060
C (36.675, 38.774, -19.510)  -0.307
O (37.772, 39.650, -19.783)  -0.262
S (39.215, 39.274, -18.963)  0.698
C (39.723, 37.807, -19.988)  -0.105
O (40.230, 40.335, -19.068)  -0.295
O (38.895, 38.758, -17.649)  -0.306
H (36.030, 39.471, -17.659)  0.069
H (34.692, 38.772, -18.474)  0.077
H (35.265, 40.378, -19.042)  0.080
H (36.952, 37.775, -19.174)  0.106
H (36.177, 38.593, -20.462)  0.114
H (40.660, 37.398, -19.611)  0.066
H (39.901, 38.191, -20.992)  0.065
H (39.000, 36.991, -19.972)  0.060
O (28.370, 33.288, -29.702)  -0.054
H (28.492, 34.012, -30.316)  0.029
H (28.959, 32.603, -30.018)  0.025
O (27.741, 30.105, -25.835)  -0.055
H (28.436, 29.457, -25.947)  0.028
H (27.810, 30.667, -26.606)  0.026
O (25.572, 30.521, -14.518)  -0.054
H (25.553, 31.396, -14.130)  0.027
H (26.436, 30.177, -14.293)  0.025
O (29.821, 29.866, -12.428)  -0.056
H (29.495, 29.687, -11.546)  0.027
H (30.691, 29.467, -12.448)  0.029
O (30.836, 30.010, -32.109)  -0.056
H (31.683, 30.404, -31.897)  0.028
H (31.052, 29.266, -32.672)  0.029
O (37.916, 32.505, -15.832)  -0.055
H (38.656, 32.166, -16.336)  0.027
H (37.262, 32.735, -16.492)  0.028

Calculated values
HOMO energy: -10.98 eV
SMILES string: CCOS(C)(=O)=O.CCOS(C)(=O)=O.CCOS(C)(=O)=O.CCOS(C)(=O)=O.CCOS(C)(=O)=O.CCOS(C)(=O)=O.O.O.O.O.O.O
LUMO: 0.22 eV
Molar mass: 853.1 g/mol
Largest force on an atom: 4.20 eV Å⁻¹
Frontier orbital gap: 11.2007 eV

# 2
The molecule C3H5N3 at a distorted geometry. Source: the Open Molecules 2025 dataset; level of theory: the ωB97M-V functional and the def2-TZVPD basis.

Last column: natural (NBO) charge in e.
CARTESIAN COORDINATES (ANGSTROEM)
H (-0.355, -2.580, 0.388)  0.353
N (0.476, -1.986, 0.370)  -0.515
C (0.095, -0.849, -0.042)  0.339
C (-1.384, -0.792, -0.316)  0.158
N (-2.438, -1.247, -0.490)  -0.287
N (0.947, 0.237, -0.243)  -0.634
C (0.426, 1.492, 0.269)  -0.416
H (1.338, 0.275, -1.176)  0.398
H (-0.643, 1.614, 0.031)  0.185
H (0.985, 2.331, -0.149)  0.216
H (0.550, 1.505, 1.357)  0.204

Calculated values
HOMO energy: -10.18 eV
SMILES string: [H]/N=C(\C#N)NC
ΔE to the lowest compared entry with this formula, charge and spin: 1.6207 eV
LUMO: 0.33 eV
Molar mass: 83.1 g/mol
Largest force on an atom: 1.40 eV Å⁻¹
Frontier orbital gap: 10.5154 eV

# 3
A cluster of 12 separate species, C41H83Br2F6N10O12S2 in total at a distorted geometry. Source: the Open Molecules 2025 dataset; level of theory: the ωB97M-V functional and the def2-TZVPD basis.

Last column: Löwdin charge in e.
CARTESIAN COORDINATES (ANGSTROEM)
C (0.365, -1.588, 2.476)  -0.055
C (0.309, -0.840, 1.169)  -0.133
N (0.927, -1.573, -0.058)  -0.195
C (0.208, -2.899, -0.248)  -0.012
C (0.588, -0.763, -1.377)  -0.091
C (-0.962, -0.677, -1.709)  -0.067
C (2.447, -1.748, 0.015)  -0.048
C (3.263, -0.468, 0.352)  -0.172
O (2.999, 0.697, -0.392)  -0.195
C (3.596, 1.889, 0.105)  -0.080
H (1.381, -1.874, 2.746)  0.077
H (-0.225, -2.502, 2.403)  0.039
H (-0.034, -0.932, 3.250)  0.093
H (0.846, 0.101, 1.285)  0.125
H (-0.749, -0.703, 0.945)  0.116
H (0.662, -3.743, 0.272)  0.078
H (0.156, -3.088, -1.321)  0.098
H (-0.824, -2.839, 0.097)  0.068
H (1.142, -1.251, -2.180)  0.129
H (0.854, 0.285, -1.236)  0.108
H (-1.482, -0.002, -1.029)  0.039
H (-1.488, -1.619, -1.555)  0.048
H (-1.196, -0.335, -2.718)  0.040
H (2.725, -2.179, -0.947)  0.120
H (2.537, -2.564, 0.732)  0.105
H (4.304, -0.565, 0.660)  0.135
H (2.948, -0.193, 1.359)  0.093
H (3.203, 2.706, -0.500)  0.054
H (4.674, 1.973, -0.031)  0.100
H (3.367, 2.231, 1.114)  0.069
C (5.314, -0.119, 3.550)  -0.048
C (6.114, 1.159, 3.709)  -0.844
O (6.098, 1.993, 2.772)  -0.118
O (6.735, 1.370, 4.749)  -0.074
H (5.764, -0.775, 2.804)  0.060
H (4.311, 0.162, 3.233)  0.034
H (5.081, -0.620, 4.490)  0.064
C (1.892, -6.911, -0.653)  -0.646
F (1.827, -6.842, 0.676)  0.099
F (2.314, -8.095, -1.018)  0.163
F (0.647, -6.739, -1.154)  0.035
S (3.113, -5.578, -1.376)  0.730
O (4.182, -6.247, -2.143)  -0.310
O (2.307, -4.598, -2.157)  -0.351
N (3.655, -4.839, 0.070)  -0.329
S (5.051, -5.301, 0.290)  0.536
O (5.193, -6.756, 0.532)  -0.326
O (5.999, -4.636, -0.608)  -0.317
C (5.369, -4.394, 2.007)  -0.617
F (4.913, -3.130, 2.023)  0.104
F (4.792, -5.007, 3.018)  0.125
F (6.700, -4.427, 2.293)  0.103
C (-3.596, -0.154, 2.608)  -0.353
O (-3.217, 0.979, 2.295)  -0.020
N (-3.532, -0.739, 3.807)  -0.165
C (-4.105, -2.135, 3.939)  -0.022
C (-2.935, -0.081, 4.957)  -0.054
H (-4.128, -0.833, 1.924)  0.101
H (-4.918, -2.164, 4.664)  0.084
H (-3.235, -2.772, 4.100)  0.079
H (-4.516, -2.548, 3.018)  0.056
H (-2.619, 0.953, 4.819)  0.064
H (-3.687, 0.074, 5.731)  0.085
H (-2.059, -0.649, 5.268)  0.085
C (-2.152, 3.153, 0.395)  -0.315
O (-1.925, 2.359, -0.497)  -0.027
N (-1.176, 3.995, 0.857)  -0.167
C (-1.296, 4.605, 2.199)  -0.033
C (0.144, 3.985, 0.311)  -0.061
H (-3.169, 3.247, 0.807)  0.136
H (-0.481, 4.232, 2.819)  0.071
H (-2.271, 4.522, 2.679)  0.092
H (-1.048, 5.666, 2.159)  0.078
H (0.493, 5.017, 0.265)  0.089
H (0.894, 3.431, 0.876)  0.078
H (0.236, 3.667, -0.727)  0.070
C (4.230, 6.472, 1.606)  -0.355
O (4.650, 6.314, 2.744)  0.004
N (4.979, 6.131, 0.532)  -0.187
C (4.364, 5.915, -0.846)  -0.015
C (6.367, 5.839, 0.706)  -0.051
H (3.212, 6.784, 1.327)  0.128
H (3.548, 6.606, -1.058)  0.081
H (4.017, 4.884, -0.905)  0.054
H (5.178, 5.896, -1.571)  0.077
H (6.484, 4.767, 0.864)  0.101
H (6.844, 6.159, -0.220)  0.082
H (6.767, 6.338, 1.590)  0.094
C (1.077, 4.282, -5.381)  -0.319
O (2.049, 4.946, -5.791)  -0.021
N (1.128, 3.404, -4.361)  -0.185
C (0.011, 2.646, -3.910)  -0.073
C (2.376, 3.240, -3.647)  -0.037
H (0.060, 4.318, -5.799)  0.129
H (-0.437, 2.751, -2.922)  0.072
H (0.211, 1.575, -3.879)  0.082
H (-0.871, 2.757, -4.541)  0.088
H (2.136, 3.762, -2.720)  0.075
H (2.618, 2.212, -3.379)  0.092
H (3.323, 3.695, -3.939)  0.094
C (-5.047, -0.120, -0.724)  -0.323
O (-5.849, -0.812, -0.119)  -0.019
N (-5.493, 0.879, -1.529)  -0.152
C (-4.610, 1.774, -2.309)  -0.062
C (-6.924, 1.149, -1.686)  -0.055
H (-3.955, -0.221, -0.624)  0.132
H (-4.741, 1.578, -3.373)  0.053
H (-3.552, 1.757, -2.045)  0.059
H (-4.957, 2.801, -2.196)  0.079
H (-7.360, 0.687, -2.572)  0.081
H (-7.562, 0.909, -0.835)  0.085
H (-7.119, 2.214, -1.812)  0.079
C (-6.382, -0.220, -6.316)  -0.101
C (-5.277, -0.577, -7.331)  -0.236
C (-4.189, -1.402, -6.600)  -0.184
C (-3.616, -0.850, -5.349)  -0.175
N (-3.170, -0.430, -4.338)  0.175
H (-7.155, 0.422, -6.738)  0.071
H (-5.943, 0.219, -5.420)  0.053
H (-6.947, -1.111, -6.044)  0.075
H (-4.779, 0.267, -7.810)  0.105
H (-5.708, -1.097, -8.186)  0.106
H (-3.370, -1.547, -7.305)  0.116
H (-4.592, -2.380, -6.340)  0.113
C (2.820, 3.447, 3.466)  -0.110
C (2.529, 4.362, 4.621)  -0.227
C (1.992, 3.598, 5.888)  -0.178
C (0.809, 2.794, 5.766)  -0.246
N (-0.118, 2.160, 5.587)  0.150
H (3.440, 2.580, 3.690)  0.077
H (3.286, 4.007, 2.654)  0.059
H (1.886, 3.023, 3.096)  0.050
H (1.873, 5.191, 4.356)  0.102
H (3.453, 4.831, 4.959)  0.109
H (1.971, 4.230, 6.775)  0.115
H (2.770, 2.900, 6.197)  0.125
C (-3.385, -4.599, -3.083)  -0.103
C (-4.465, -3.607, -2.706)  -0.278
C (-5.040, -3.938, -1.355)  -0.187
C (-4.115, -3.637, -0.252)  -0.184
N (-3.421, -3.390, 0.666)  0.172
H (-2.890, -4.275, -3.998)  0.071
H (-3.774, -5.609, -3.215)  0.080
H (-2.622, -4.636, -2.305)  0.063
H (-5.163, -3.681, -3.540)  0.109
H (-4.036, -2.607, -2.641)  0.087
H (-5.433, -4.954, -1.402)  0.125
H (-5.926, -3.319, -1.219)  0.111
Br (-1.521, -6.210, 0.827)  0.654
C (-0.992, -5.223, 2.484)  -0.629
C (0.498, -5.456, 2.804)  -0.672
Br (0.997, -4.666, 4.546)  0.635
H (-1.599, -5.666, 3.275)  0.044
H (-1.285, -4.180, 2.366)  0.007
H (1.026, -4.967, 1.985)  0.021
H (0.792, -6.504, 2.752)  0.052

Calculated values
HOMO energy: -4.18 eV
LUMO: 1.20 eV
Molar mass: 1246.1 g/mol
Net charge: -1
Largest force on an atom: 6.89 eV Å⁻¹
Frontier orbital gap: 5.3854 eV

# 4
A structure of composition C11H14BCrF3N6 at a distorted geometry. Source: the Open Molecules 2025 dataset; level of theory: the ωB97M-V functional and the def2-TZVPD basis.

Last column: Löwdin spin population.
CARTESIAN COORDINATES (ANGSTROEM)
C (0.156, 2.503, 1.961)  0.006
N (0.202, 1.532, 1.038)  -0.066
N (-1.092, 1.370, 0.545)  -0.004
C (-1.888, 2.345, 1.073)  0.004
C (-1.126, 3.056, 1.984)  -0.001
B (-1.488, 0.368, -0.602)  0.002
N (-0.255, 0.449, -1.557)  -0.002
N (1.090, 0.357, -1.157)  -0.049
C (1.820, 0.439, -2.292)  0.011
C (0.994, 0.733, -3.372)  0.003
C (-0.296, 0.706, -2.881)  0.011
Cr (2.162, 0.576, 0.631)  3.393
N (-2.064, -1.117, -0.285)  0.081
N (-1.239, -2.098, 0.249)  0.270
C (-1.930, -3.204, 0.404)  0.001
C (-3.231, -3.030, -0.128)  0.381
C (-3.280, -1.691, -0.542)  0.239
H (-1.490, -4.080, 0.890)  -0.004
H (-4.079, -1.147, -1.027)  0.006
H (-3.981, -3.786, -0.193)  0.015
H (-2.437, 0.865, -1.179)  0.000
H (-1.237, 0.855, -3.402)  0.000
H (-2.925, 2.511, 0.762)  0.000
H (1.308, 0.957, -4.384)  0.000
H (-1.437, 3.898, 2.592)  0.000
H (2.892, 0.271, -2.269)  0.001
H (1.005, 2.763, 2.580)  0.002
H (3.111, -1.065, -0.022)  0.012
C (4.003, -0.436, 0.220)  0.066
H (4.599, -0.335, -0.695)  0.007
H (3.774, 0.560, 0.725)  0.018
H (4.627, -1.044, 0.884)  0.005
F (1.605, -0.504, 3.317)  -0.063
C (1.097, -0.790, 2.046)  -0.244
F (1.295, -2.141, 1.871)  -0.060
F (-0.267, -0.648, 2.215)  -0.039

Calculated values
HOMO energy (alpha / beta): -15.69 / -15.72 eV
Multiplicity: 5
LUMO (alpha / beta): -9.46 / -10.11 eV
Molar mass: 350.1 g/mol
Net charge: +2
Largest force on an atom: 8.48 eV Å⁻¹
Frontier orbital gap (alpha / beta): 6.2312 / 5.6133 eV